Computed, not measured: a molecular structure, C3H6O3Sr in a non-equilibrium geometry, with ωB97M-V/def2-TZVPD.

## Properties
- 2S+1: 2
- Net charge: +1
- Relative energy (zero: lowest compared OMol25 entry of this formula, charge and spin): 40.9 kcal per mole

Element x y z (Å)
O -2.099 0.091 -0.819
Sr -2.306 -0.501 1.133
C 1.064 -0.222 1.665
O -0.053 -0.132 0.779
C 0.259 0.384 -0.517
C -0.984 0.374 -1.420
O -0.925 1.092 -2.429
H 0.715 -0.701 2.585
H 1.850 -0.831 1.199
H 1.444 0.785 1.887
H 1.028 -0.250 -0.980
H 0.648 1.408 -0.414
H -0.641 -1.498 -2.669

***

Computed, not measured: 2 unconnected molecules or ions with the total composition C3H6O4 in a non-equilibrium geometry, with ωB97M-V/def2-TZVPD.

## Properties
- 2S+1: 1
- Net charge: 0
- Relative energy (zero: lowest compared OMol25 entry of this formula, charge and spin): 130.4 kcal per mole

Element x y z (Å)
C 0.981 2.107 0.739
C 1.069 0.773 0.758
O 2.145 0.101 0.307
O 0.028 0.051 1.215
O -0.311 -1.069 0.206
H 1.820 2.699 0.423
H 0.065 2.589 1.025
H 1.933 -0.843 0.283
H -0.965 -1.728 0.625
C -1.633 -1.146 -1.350
O -1.985 -2.279 -0.974
H -2.235 -0.263 -1.092
H -0.912 -0.992 -2.164

***

Computed, not measured: a single C3H6O4 molecule in a non-equilibrium geometry, with ωB97M-V/def2-TZVPD.

## Properties
- 2S+1: 1
- Net charge: 0
- Relative energy (zero: lowest compared OMol25 entry of this formula, charge and spin): 155.5 kcal per mole

Element x y z (Å)
C 1.227 -0.877 0.181
C 1.103 0.771 -0.069
O 0.150 0.929 -1.190
O -0.968 1.380 -0.696
C -1.916 0.295 -0.393
O -2.437 -0.422 -1.408
O -2.328 -0.114 0.970
H 0.255 -1.458 -0.138
H 1.489 -0.997 1.320
H 2.091 -1.276 -0.525
H 2.198 1.126 -0.336
H 0.745 1.320 0.901
H -1.607 -0.678 1.382

***

Computed, not measured: a molecular structure, C3H6O4PS in a non-equilibrium geometry, with ωB97M-V/def2-TZVPD.

## Properties
- 2S+1: 1
- Net charge: -1
- Relative energy (zero: lowest compared OMol25 entry of this formula, charge and spin): 27.3 kcal per mole

Element x y z (Å)
C -1.012 -1.592 -0.661
C -0.237 0.813 -1.325
C -0.153 -0.327 -0.386
O 2.071 0.653 0.955
O 1.466 -1.900 1.316
O -0.190 0.720 2.491
O 1.090 2.850 2.371
P 1.271 -0.613 0.576
S 0.422 1.761 1.588
H -1.928 -1.579 -0.054
H -1.387 -1.624 -1.659
H -0.477 -2.436 -0.363
H 0.287 1.714 -0.984
H -1.344 1.069 -1.532
H 0.123 0.492 -2.333

***

Computed, not measured: a molecular structure, C3H6O4Tb in a non-equilibrium geometry, with ωB97M-V/def2-TZVPD.

## Properties
- 2S+1: 8
- Net charge: +2

Element x y z (Å)
O -0.842 -1.935 -1.429
O -3.068 -2.261 -1.528
C -1.936 -2.217 -0.859
O -1.963 -2.437 0.386
H 1.741 0.295 1.786
Tb 0.263 -1.999 0.602
O 1.318 0.060 0.951
H -2.945 -1.911 -2.421
C 1.108 1.197 0.129
C 1.437 2.516 0.679
H 0.105 2.101 0.654
H 2.313 2.982 0.211
H 1.017 0.907 -0.921
H 1.452 2.701 1.760

***

Computed, not measured: a molecular structure, C3H6O5 in a non-equilibrium geometry, with ωB97M-V/def2-TZVPD.

## Properties
- 2S+1: 1
- Net charge: 0
- Relative energy (zero: lowest compared OMol25 entry of this formula, charge and spin): 144.9 kcal per mole

Element x y z (Å)
C 0.313 -0.665 0.892
C -1.081 0.703 -0.821
C 0.212 0.434 -0.068
O 1.278 0.046 -1.072
O 2.561 0.305 -0.506
O -0.757 -1.341 1.274
O -1.638 -0.455 -1.409
O 0.595 1.180 0.955
H 2.404 1.147 -0.021
H -0.577 -1.891 2.053
H -1.992 -1.018 -0.710
H 1.292 -1.034 1.184
H -1.777 1.189 -0.126
H -0.834 1.398 -1.624

***

We obtain calculated total energy values of -10177.5025; -11393.0380; -11391.9508; -31523.7249; -33811.6422; -13440.2395 eV for the records listed above, in that order.